1.
{"formula": "C12H9O2P", "method": "ωB97M-V with the def2-TZVPD basis set", "homo_ev": -8.434, "lumo_ev": 0.60, "mol_weight_g_mol": 216.18, "spin_multiplicity": 1, "fmax_ev_per_a": 4.21, "de_lowest_kcal_mol": 0.0, "gap_ev": 9.0, "smiles": "OP1c2ccccc2Oc2ccccc21", "species": ["P", "O", "O", "C", "C", "C", "C", "C", "C", "C", "C", "C", "C", "C", "C", "H", "H", "H", "H", "H", "H", "H", "H", "H"], "coordinates": [[1.158574, -1.560776, 0.491827], [-0.274597, 1.184643, -0.870536], [0.386751, -1.898801, 1.907570], [2.500441, 1.822445, 2.258560], [-2.344323, -2.254600, -1.912373], [-2.748593, -1.021307, -2.306776], [1.941338, 2.811285, 1.431690], [-1.298139, -2.342005, -1.015055], [2.205913, 0.505949, 1.883896], [1.042262, 2.580211, 0.429975], [-0.896552, 0.001417, -1.086717], [-1.966855, 0.090509, -1.996373], [1.324484, 0.213043, 0.817709], [-0.532804, -1.235794, -0.584256], [0.670229, 1.268582, 0.143430], [-3.015137, -3.050984, -2.300933], [2.216569, 3.932272, 1.624042], [-1.005408, -3.441511, -0.762785], [2.678117, -0.195198, 2.450042], [0.706364, 3.408900, -0.039501], [-2.333537, 1.019024, -2.466312], [-0.082316, -2.795033, 1.822146], [3.187529, 1.891184, 3.013517], [-3.520308, -0.933457, -2.932788]], "forces_ev_per_a": [[-3.094, 0.978, -1.575], [1.170, -0.165, 1.172], [-0.986, -2.326, 0.300], [-2.170, -1.471, -3.282], [-1.197, -1.009, 0.519], [3.685, 1.390, 1.488], [1.513, 2.791, 1.971], [1.127, -2.590, 0.128], [-1.380, 3.271, -1.554], [1.172, -2.561, 1.688], [-1.028, -0.173, -1.339], [-1.295, 0.182, -0.002], [0.105, 0.150, 0.214], [1.625, -1.307, 0.380], [0.363, 0.027, -0.283], [1.135, -0.064, 0.759], [-0.484, -2.217, -0.310], [-0.190, 2.171, -0.042], [1.021, -2.475, 1.143], [-1.460, 2.108, -1.836], [0.785, -0.148, 0.681], [1.070, 1.836, 0.340], [1.472, 1.065, 1.787], [-2.959, 0.537, -2.346]], "mulliken_charge": [0.0856, -0.2810, -0.4863, -0.9355, -0.6245, -0.4809, -0.0659, -0.2711, -0.4641, -1.0126, 0.6222, -0.7311, 0.4351, 0.2474, 0.7313, 0.2906, 0.1950, 0.1773, 0.4205, 0.5583, 0.3035, 0.3312, 0.4557, 0.4993]}

=====

2.
{"formula": "C20H15ClN4O4S2", "method": "ωB97M-V with the def2-TZVPD basis set", "homo_ev": -8.627, "lumo_ev": 0.06, "mol_weight_g_mol": 474.95, "spin_multiplicity": 1, "fmax_ev_per_a": 1.43, "de_lowest_kcal_mol": 0.0, "gap_ev": 8.7, "smiles": "Cc1onc(-c2ccccc2Cl)c1C(=O)Nc1ccc(S(=O)(=O)Nc2nccs2)cc1", "species": ["Cl", "S", "S", "O", "O", "O", "O", "N", "N", "N", "N", "C", "C", "C", "C", "C", "C", "C", "C", "C", "C", "C", "C", "C", "C", "C", "C", "C", "C", "C", "C", "H", "H", "H", "H", "H", "H", "H", "H", "H", "H", "H", "H", "H", "H", "H"], "coordinates": [[-4.975173, 1.960758, -1.446744], [4.441437, 0.496911, -1.884669], [4.644201, -1.118228, 0.867429], [4.549254, 1.541987, -2.852891], [5.178137, -0.713340, -2.067657], [-5.517331, -1.872812, 0.189238], [-1.449879, -2.824167, -0.495048], [5.972406, 0.944567, 1.651264], [4.914605, 1.235850, -0.427356], [-1.266234, -0.552637, -0.704208], [-5.316333, -0.568191, 0.484588], [5.254062, 0.511112, 0.675368], [-4.047339, -0.314243, 0.317862], [0.972348, -1.428825, -1.154322], [-3.481652, 1.011121, 0.599012], [-2.011587, 2.404701, 1.907425], [-2.554909, 1.164691, 1.628919], [2.733235, 0.139524, -1.545303], [0.079885, -0.369116, -0.987829], [-3.307362, 3.374752, 0.132756], [0.535128, 0.948890, -1.108439], [-3.359361, -1.496079, -0.108330], [-2.388780, 3.508545, 1.158981], [-4.343028, -3.874360, -0.525595], [-4.362636, -2.443782, -0.158050], [-3.853791, 2.131052, -0.144744], [-1.942708, -1.716828, -0.445025], [5.454077, -1.161836, 2.399568], [1.861854, 1.201586, -1.387795], [2.300628, -1.167103, -1.434233], [6.093531, 0.008259, 2.628016], [5.410031, -2.037274, 3.013269], [-4.964859, -4.043781, -1.403438], [3.011705, -1.965600, -1.571596], [-1.967990, 4.478475, 1.374167], [-0.159850, 1.766867, -0.979967], [-1.296964, 2.509500, 2.708590], [-4.747132, -4.471012, 0.290320], [0.619215, -2.442149, -1.061975], [5.375834, 2.128754, -0.514540], [-3.320051, -4.176199, -0.729531], [-2.269917, 0.300095, 2.209773], [-1.802988, 0.303703, -0.642405], [6.678298, 0.250521, 3.496081], [-3.605995, 4.227928, -0.455025], [2.233961, 2.207402, -1.495895]], "forces_ev_per_a": [[-0.031, 0.150, -0.134], [0.162, 0.561, 0.390], [0.491, 0.261, 0.705], [-0.194, 0.212, 0.115], [-0.330, -0.141, 0.150], [0.239, -0.824, -0.269], [0.174, -0.160, -0.021], [0.097, 0.912, -0.538], [-0.253, 0.114, -1.194], [-0.206, 0.230, -0.044], [-0.002, 1.275, 0.442], [-0.284, -1.306, 0.506], [-0.221, -0.840, -0.136], [-0.099, -0.130, 0.013], [-0.285, 0.341, 0.113], [0.061, -0.047, 0.054], [-0.090, 0.102, -0.064], [0.666, -0.050, -0.191], [0.452, -0.143, -0.079], [-0.028, 0.027, -0.043], [0.126, -0.041, -0.025], [-0.889, -0.429, 0.138], [-0.037, -0.032, -0.040], [-0.174, -0.016, -0.001], [0.938, 0.500, -0.057], [0.142, -0.132, 0.118], [-0.121, 0.165, -0.029], [-0.107, 0.087, -0.139], [-0.207, 0.070, 0.007], [0.050, 0.090, -0.083], [-0.209, -0.567, 0.149], [0.032, -0.193, 0.158], [-0.036, -0.029, -0.051], [0.018, -0.158, -0.006], [0.035, 0.097, 0.011], [-0.067, 0.105, 0.010], [0.068, 0.013, 0.078], [-0.006, -0.067, 0.043], [0.016, 0.008, -0.016], [0.032, 0.108, -0.225], [-0.046, 0.000, 0.014], [0.025, -0.094, 0.045], [0.104, -0.222, -0.017], [0.086, -0.063, 0.191], [-0.040, 0.071, -0.070], [-0.057, 0.184, 0.020]], "mulliken_charge": [-0.1918, 1.3356, 0.0420, -0.7250, -0.5946, -0.1771, -0.7148, -0.6157, -0.1951, 0.0596, -0.6533, 0.5482, -0.5377, -0.3605, -0.2564, -0.7840, 0.3276, 0.0008, 0.9056, -0.6177, -0.6888, 1.2423, -0.4187, -1.3339, -0.2726, 0.8201, 0.8540, -0.3142, -1.1546, -0.5268, -0.5123, 0.3805, 0.3399, 0.6065, 0.4061, 0.3667, 0.4233, 0.3509, 0.5542, 0.2885, 0.3132, 0.4344, -0.2022, 0.4225, 0.4440, 0.3812]}

=====

3.
{"formula": "C4H6N2OS", "method": "ωB97M-V with the def2-TZVPD basis set", "homo_ev": -8.656, "lumo_ev": 0.53, "mol_weight_g_mol": 130.17, "spin_multiplicity": 1, "fmax_ev_per_a": 1.28, "de_lowest_kcal_mol": 66.0, "gap_ev": 9.2, "smiles": "Cc1cn(O)c(S)n1", "species": ["S", "O", "N", "N", "C", "C", "C", "C", "H", "H", "H", "H", "H", "H"], "coordinates": [[2.613000, -1.538321, 0.685834], [-0.323647, -2.562584, 0.242756], [-0.054049, -1.242647, 0.076855], [1.035831, 0.658134, 0.160478], [-0.965514, -0.283846, -0.232101], [1.146486, -0.631355, 0.339858], [-0.278971, 0.896117, -0.190808], [-0.762339, 2.279855, -0.455123], [0.060280, -3.039797, -0.512844], [-0.210574, 2.749648, -1.284280], [-1.833317, 2.308929, -0.721392], [2.226660, -1.984337, 1.909370], [-0.635063, 2.926964, 0.419402], [-2.018782, -0.536758, -0.438005]], "forces_ev_per_a": [[-0.242, 0.004, 0.339], [-0.210, -0.629, 0.037], [0.903, 0.280, 0.104], [-0.184, 0.113, -0.013], [-1.239, -0.012, -0.312], [-0.287, -0.314, -0.146], [0.280, 0.019, 0.067], [-0.376, 0.487, -0.278], [-0.023, 0.286, 0.127], [-0.097, -0.223, 0.261], [0.430, -0.181, 0.110], [0.101, 0.117, -0.385], [0.065, -0.169, -0.077], [0.878, 0.222, 0.165]], "mulliken_charge": [-0.2656, -0.4240, 0.3475, -0.6070, -0.4382, 0.1638, 0.5758, -1.0599, 0.3575, 0.2640, 0.2817, 0.1513, 0.2654, 0.3877]}

=====

Number 1: E_tot -25972.3956 eV. Number 2: E_tot -69326.0508 eV. Number 3: E_tot -20106.4815 eV.